[1]
Below is a molecular structure, C13H30ClO2P2Sn in a non-equilibrium geometry, with properties calculated with the ωB97M-V functional and the def2-TZVPD basis.

XYZ file:
```
49
Properties=species:S:1:pos:R:3:forces:R:3
C 0.427 0.087 -3.926 -0.63 -0.18 -0.82
C 0.991 0.247 -2.571 5.66 1.10 0.08
H 1.276 -0.072 -4.619 -0.21 0.29 0.36
H -0.131 1.010 -4.205 0.22 -0.57 0.20
H -0.235 -0.784 -4.012 -0.12 0.40 0.23
O 2.143 0.508 -2.264 -4.57 -0.89 -1.24
Cl -2.374 0.008 -1.495 0.97 -0.01 0.52
Sn -0.192 0.020 -0.472 -1.39 0.10 0.32
P -0.017 2.641 -0.598 -0.13 2.02 0.41
C 1.556 3.330 -0.015 0.24 -0.79 0.03
C -0.359 3.464 -2.185 -0.03 -0.86 -0.45
H -0.536 4.534 -1.994 0.09 -0.32 0.14
H -1.482 4.309 0.346 0.13 -0.27 -0.06
H -1.252 3.026 -2.651 0.11 0.21 0.11
H -2.234 2.678 0.380 0.12 0.27 0.06
H 2.370 3.014 -0.677 -0.04 0.16 0.10
H 0.493 3.354 -2.870 -0.16 0.10 0.18
C -1.304 3.242 0.548 -0.14 -0.69 0.07
H 1.489 4.425 -0.023 -0.16 -0.15 -0.08
H -0.988 3.119 1.592 -0.03 0.02 -0.27
H 1.770 2.996 1.006 -0.02 0.10 -0.14
P 0.169 -2.521 -0.791 -0.02 -2.13 0.32
C 1.727 -3.152 -0.113 0.24 0.69 -0.03
C -1.166 -3.266 0.203 -0.24 0.60 0.09
H -0.945 -2.924 -2.904 0.14 -0.19 0.13
H -0.040 -4.355 -2.310 0.02 0.27 0.12
H 0.834 -2.996 -3.081 -0.13 -0.14 0.12
C -0.011 -3.262 -2.435 -0.01 0.80 -0.49
H -2.081 -2.664 0.102 0.14 -0.31 0.05
H -1.354 -4.276 -0.187 0.11 0.24 0.00
H 1.708 -4.249 -0.168 -0.14 0.16 -0.06
H 1.856 -2.852 0.932 -0.02 -0.10 -0.16
H -0.886 -3.334 1.262 -0.01 0.10 -0.27
H 2.569 -2.775 -0.705 -0.05 -0.20 0.11
C 2.508 -0.010 0.108 3.32 0.29 1.07
O 3.599 0.112 0.414 -2.80 -0.33 -0.78
C -1.936 -1.036 2.976 -0.15 -0.23 -0.05
C -0.946 0.116 2.787 -0.99 -0.27 -0.99
C -0.288 0.412 4.130 1.09 0.12 -0.19
C 0.148 -0.131 1.738 -0.08 0.16 1.86
H -1.414 -2.003 3.130 -0.22 0.50 0.00
H -2.635 -1.136 2.134 0.14 -0.03 0.15
H -2.535 -0.839 3.883 0.19 -0.18 -0.50
H -1.483 1.008 2.441 -0.19 -0.03 0.32
H 0.408 -0.402 4.373 -0.09 0.23 0.16
H 0.260 1.355 4.085 0.10 -0.09 0.19
H -1.027 0.479 4.922 -0.17 0.01 -0.04
H 0.910 0.644 1.878 0.00 0.04 -0.43
H 0.638 -1.099 1.901 -0.10 -0.02 -0.43
```
Positions in Å, forces in eV/Å.

## Properties
Multiplicity: 1
HOMO-LUMO gap (alpha / beta), Ha: 0.195 / 0.228
Charge: +3



[2]
Below is 2 unconnected molecules or ions with the total composition C13H30FN7O3P in a non-equilibrium geometry, with properties calculated with the ωB97M-V functional and the def2-TZVPD basis.

XYZ file:
```
55
Properties=species:S:1:pos:R:3:forces:R:3
C -1.163 -1.699 -3.949 0.77 0.18 1.36
C -0.538 -3.110 -3.485 -1.33 -1.48 -1.72
O -0.602 -4.105 -4.223 0.67 3.25 2.77
O 0.037 -3.117 -2.168 0.54 0.65 -2.69
C 1.462 -3.471 -2.361 0.52 -2.14 0.83
C 2.357 -3.099 -1.096 0.16 0.22 -0.43
C 2.710 -1.540 -0.937 0.83 -0.66 1.54
N 1.795 -0.606 -1.652 -0.29 1.00 -1.20
C 2.076 -0.188 -2.886 2.20 0.63 -4.17
N 3.234 -0.618 -3.643 -1.75 1.99 -2.13
C 3.227 0.008 -4.927 -3.37 0.14 4.99
N 2.066 0.851 -4.923 4.73 -3.01 -0.99
F 1.779 1.621 -5.986 -0.95 0.10 1.01
N 1.376 0.730 -3.750 -0.25 -0.89 2.56
H -2.267 -1.608 -3.652 1.61 -0.39 -0.65
H -0.612 -0.904 -3.336 -0.87 -1.03 -0.82
H -0.976 -1.484 -5.050 -0.46 -0.67 1.42
H 1.863 -3.101 -3.361 -0.45 -0.08 1.42
H 1.466 -4.623 -2.429 0.20 1.77 -0.02
H 1.905 -3.477 -0.110 0.44 0.47 -1.70
H 3.362 -3.641 -1.245 -1.60 0.74 0.25
H 3.798 -1.355 -1.244 -1.83 -0.04 0.11
H 2.656 -1.276 0.182 -0.10 -0.19 -1.81
H 0.945 -0.208 -1.209 0.94 -0.71 0.00
H 3.991 -0.147 -5.748 -1.34 0.49 1.10
H 0.510 1.243 -3.507 0.93 -0.27 -0.77
O 0.692 0.398 1.950 0.71 2.12 -2.82
P -0.579 1.275 1.975 -1.69 -3.79 5.53
N -0.350 1.844 3.564 0.13 0.25 1.36
C -0.572 1.122 4.802 0.04 -0.45 0.20
C 0.724 2.828 3.727 -0.21 0.51 -0.60
N -1.671 -0.032 1.751 -1.01 -1.62 -1.02
C -2.076 -0.940 2.812 0.05 0.19 0.47
C -1.354 -0.835 0.568 0.19 0.21 0.13
N -2.045 2.310 1.930 0.49 2.70 -3.81
C -1.845 3.525 1.139 -0.18 -0.03 0.00
C -2.965 2.564 3.019 0.64 -0.24 0.88
H -0.665 1.830 5.634 0.20 0.07 -0.21
H 0.242 0.424 5.025 -0.02 -0.05 0.14
H -1.509 0.575 4.811 0.00 -0.09 -0.21
H 0.299 3.835 3.788 0.10 0.10 0.12
H 1.419 2.808 2.885 0.04 -0.03 0.08
H 1.317 2.657 4.630 -0.19 -0.18 -0.12
H -1.216 -1.353 3.354 -0.03 -0.12 0.10
H -2.660 -1.778 2.421 0.18 0.15 -0.28
H -2.749 -0.449 3.513 0.11 0.05 0.14
H -0.553 -1.554 0.766 0.14 -0.11 -0.11
H -1.034 -0.193 -0.263 -0.04 0.05 -0.04
H -2.236 -1.382 0.220 0.01 0.11 0.14
H -1.284 4.283 1.700 -0.04 0.24 -0.12
H -2.798 3.957 0.820 0.01 -0.01 0.15
H -1.281 3.294 0.228 0.08 -0.03 0.03
H -2.571 3.293 3.738 -0.03 -0.01 0.08
H -3.231 1.656 3.560 0.20 -0.01 -0.07
H -3.907 2.959 2.628 0.19 -0.02 -0.40
```
Positions in Å, forces in eV/Å.

## Properties
Multiplicity: 1
Energy relative to the best compared isomer or geometry (same formula, charge and spin), kcal per mole: 89.7
HOMO-LUMO gap, Ha: 0.220
Charge: +1